[1]
The following is a DFT calculation (the ωB97M-V functional and the def2-TZVPD basis) of the molecule CH2N4 in a non-equilibrium geometry.

Properties
Max |F| (eV/A): 7.08
Structure (SMILES): c1nn[nH]n1
Gap between HOMO and LUMO (eV): 11.90

```
7
Properties=species:S:1:pos:R:3:forces:R:3
C 1.021650 0.164016 -0.033967 3.6 3.1 1.3
N 0.166930 1.275419 -0.001051 1.5 0.8 -0.8
N -1.001119 0.792773 -0.077597 -0.4 1.7 2.0
N -0.914269 -0.505504 0.109424 1.3 2.1 -1.9
N 0.353746 -0.867834 -0.110956 -2.4 -6.6 1.2
H 2.167428 -0.004864 0.228300 -2.6 1.3 -1.2
H -1.794365 -0.854009 -0.114151 -1.1 -2.4 -0.6
```
Positions in Å, forces in eV/Å.

[2]
The following is a DFT calculation (the ωB97M-V functional and the def2-TZVPD basis) of the molecule CH2N4O in a non-equilibrium geometry.

Properties
Max |F| (eV/A): 5.36
Structure (SMILES): O=c1nn[nH][nH]1
Gap between HOMO and LUMO (eV): 9.69

```
8
Properties=species:S:1:pos:R:3:forces:R:3
O 0.518265 0.813729 2.058800 0.3 -1.1 -1.6
C 0.145311 0.518678 0.927241 -1.1 2.9 2.6
N -1.087319 1.022013 0.414020 -0.6 -2.6 -3.5
N -1.327079 0.350035 -0.746634 2.1 1.1 3.1
N -0.237015 -0.365270 -1.030632 -0.8 -1.0 -1.3
N 0.760764 -0.138600 -0.084988 2.7 -4.6 0.1
H -0.279933 -1.188023 -1.724138 0.3 2.0 1.7
H 1.507005 -1.012562 0.186331 -3.0 3.3 -1.2
```
Positions in Å, forces in eV/Å.